Molecular formula: C3H7N3S2
Method: DFT, wB97M-V/def2-TZVPD

```
15
Properties=species:S:1:pos:R:3
C -0.483 1.296 1.591
C 0.198 -0.889 0.415
C -0.002 -0.024 -2.822
H 0.319 1.852 0.724
H -1.574 1.115 1.258
H -0.355 1.754 2.745
H -0.421 -0.716 2.485
H -0.329 -2.755 0.750
H 1.048 0.992 -0.004
H -0.685 0.531 -2.049
N 0.065 -0.238 1.649
N -0.094 -2.073 0.032
N 0.835 -0.005 -0.427
S 1.382 -0.447 -1.939
S 0.096 -0.394 -4.408
```

2S+1: 1
ΔE to the lowest compared entry with this formula, charge and spin: 380.92 kJ/mol
Kohn-Sham gap: 8.58 eV
HOMO energy: -8.62 eV


Molecular formula: C4H5OP
Method: DFT, wB97M-V/def2-TZVPD

```
11
Properties=species:S:1:pos:R:3
C -4.143 1.375 0.547
C -2.926 1.603 1.032
C -3.334 0.247 0.958
C 0.162 -0.077 0.422
O -3.305 -0.931 1.233
P 1.296 0.838 -0.670
H -5.061 1.758 0.150
H -2.359 2.454 1.412
H -0.721 0.429 0.641
H 0.737 -0.279 1.409
H -0.262 -0.888 -0.113
```

2S+1: 1
ΔE to the lowest compared entry with this formula, charge and spin: 442.23 kJ/mol
Kohn-Sham gap (spin up / spin down): 7.21 / 7.18 eV
HOMO energy (spin up / spin down): -8.01 / -8.02 eV


Molecular formula: C8H13N2O
Method: DFT, wB97M-V/def2-TZVPD

```
24
Properties=species:S:1:pos:R:3
C -0.480 -2.543 0.190
C -0.367 -1.109 -0.112
N 0.797 -0.492 -0.115
N 2.238 -1.032 0.148
C 3.159 -0.011 -0.132
O 4.337 -0.233 -0.084
C 2.328 1.282 -0.318
C 0.916 0.878 -0.482
C -0.145 1.735 0.319
C -1.480 0.918 0.535
C -1.504 -0.239 -0.453
H -0.239 -2.688 1.347
H 0.265 -3.254 -0.215
H -1.448 -2.860 -0.013
H 2.457 -2.009 0.165
H 2.533 2.015 0.500
H 2.729 1.910 -1.051
H 0.738 0.739 -1.554
H -0.372 2.567 -0.314
H 0.438 2.049 1.206
H -2.332 1.546 0.454
H -1.484 0.593 1.565
H -1.209 0.106 -1.515
H -2.494 -0.640 -0.230
```

2S+1: 1
ΔE to the lowest compared entry with this formula, charge and spin: 196.74 kJ/mol
SMILES: CC1=[N+]2NC(=O)C[C@@H]2CCC1
Charge: +1
Kohn-Sham gap: 10.15 eV
HOMO energy: -14.22 eV


Molecular formula: C85H165N11O18
Method: DFT, wB97M-V/def2-TZVPD

```
279
Properties=species:S:1:pos:R:3
C 1.079 8.722 15.583
C -0.273 8.360 14.849
C -1.231 7.507 15.684
C -0.583 6.280 16.229
N -1.652 5.147 16.623
C -0.825 4.024 17.316
C -1.085 2.699 16.635
C -2.363 2.977 15.756
C -2.265 4.473 15.366
C -2.758 5.760 17.591
C -2.150 6.628 18.768
C -3.359 7.295 19.503
H 1.764 9.484 15.210
H 1.809 7.913 15.615
H 0.925 8.972 16.633
H -0.056 7.804 13.937
H -0.745 9.302 14.569
H -2.125 7.397 15.069
H -1.512 8.297 16.380
H 0.036 6.521 17.093
H 0.053 5.755 15.517
H -1.198 3.921 18.335
H 0.234 4.286 17.322
H -1.319 1.889 17.325
H -0.192 2.529 16.035
H -3.246 2.806 16.372
H -2.409 2.295 14.907
H -3.218 4.952 15.140
H -1.691 4.813 14.504
H -3.272 4.906 18.032
H -3.271 6.342 16.824
H -1.413 7.350 18.418
H -1.708 5.917 19.466
H -4.118 7.721 18.846
H -3.004 8.014 20.240
H -3.933 6.510 19.995
C 0.562 9.359 7.358
C 1.151 8.868 8.720
C 0.273 9.311 9.891
C -0.012 10.787 10.023
N -0.471 11.306 11.417
C -1.876 10.685 11.742
C -2.940 11.394 10.810
C -2.392 12.856 10.800
C -0.876 12.844 11.265
C 0.608 10.995 12.558
C 1.969 11.720 12.336
C 3.055 11.257 13.331
H -0.495 9.106 7.284
H 0.888 8.956 6.399
H 0.533 10.449 7.374
H 2.157 9.237 8.920
H 1.161 7.778 8.738
H 0.455 8.741 10.802
H -0.654 8.796 9.637
H -0.605 11.255 9.237
H 0.843 11.462 10.059
H -2.015 11.074 12.751
H -1.854 9.596 11.699
H -3.935 11.160 11.187
H -2.906 10.936 9.821
H -3.061 13.486 11.385
H -2.471 13.214 9.774
H -0.767 13.198 12.290
H -0.166 13.323 10.591
H 0.847 9.932 12.598
H 0.200 11.271 13.530
H 1.792 12.794 12.374
H 2.297 11.303 11.384
H 2.677 11.403 14.344
H 3.961 11.836 13.156
H 3.309 10.198 13.290
C 6.450 12.074 15.810
C 4.989 11.617 16.198
C 4.622 11.622 17.645
C 3.279 10.931 17.958
N 2.960 11.145 19.491
C 1.800 10.232 19.791
C 0.885 11.042 20.775
C 1.158 12.512 20.600
C 2.452 12.588 19.768
C 4.230 10.885 20.363
C 3.958 10.717 21.924
C 5.328 10.479 22.591
H 7.124 11.308 16.192
H 6.719 13.062 16.182
H 6.650 12.201 14.746
H 4.796 10.633 15.771
H 4.260 12.243 15.685
H 4.466 12.659 17.940
H 5.428 11.213 18.254
H 3.364 9.847 17.891
H 2.500 11.243 17.263
H 2.042 9.224 20.128
H 1.281 10.080 18.844
H 0.899 10.569 21.757
H -0.115 10.911 20.360
H 1.182 12.969 21.589
H 0.353 13.043 20.092
H 3.164 13.230 20.287
H 2.134 12.990 18.806
H 4.870 11.740 20.145
H 4.706 9.983 19.980
H 3.335 9.870 22.210
H 3.592 11.683 22.273
H 6.028 11.294 22.405
H 5.782 9.489 22.551
H 5.259 10.569 23.675
C 4.668 7.933 27.992
C 5.151 9.380 28.200
C 3.997 10.480 28.185
C 4.704 11.840 28.554
N 3.776 13.112 28.394
C 4.545 14.464 28.611
C 4.635 14.516 30.152
C 3.333 13.954 30.669
C 2.667 13.204 29.506
C 3.049 13.073 26.975
C 4.074 13.071 25.798
C 3.340 13.091 24.447
H 5.433 7.166 28.108
H 4.396 7.782 26.947
H 3.909 7.520 28.656
H 5.904 9.635 27.454
H 5.610 9.515 29.180
H 3.254 10.091 28.883
H 3.627 10.537 27.162
H 5.651 12.024 28.046
H 5.016 11.805 29.597
H 3.812 15.192 28.264
H 5.460 14.478 28.020
H 4.782 15.555 30.450
H 5.501 13.931 30.461
H 2.764 14.801 31.051
H 3.496 13.236 31.473
H 1.855 13.800 29.089
H 2.373 12.155 29.540
H 2.388 13.929 26.844
H 2.416 12.187 26.926
H 4.737 12.211 25.885
H 4.666 13.982 25.708
H 2.979 12.068 24.335
H 4.057 13.160 23.629
H 2.647 13.920 24.305
C 2.157 16.050 20.878
C 2.974 17.249 20.839
C 2.258 18.477 20.134
O 1.093 18.938 20.828
C 0.371 19.818 20.054
N 3.427 17.595 22.292
H 3.856 18.498 22.437
H 2.631 17.556 22.912
H 4.120 16.938 22.621
H 2.626 15.189 21.355
H 1.698 15.723 19.945
H 1.355 16.164 21.607
H 3.920 17.096 20.320
H 2.161 18.218 19.080
H 3.046 19.231 20.142
H -0.468 20.101 20.690
H -0.065 19.406 19.144
H 0.891 20.736 19.778
C 0.692 4.520 22.041
C 1.154 5.493 23.169
C 2.537 5.152 23.719
O 3.211 6.065 24.606
C 4.205 6.902 23.981
N 1.071 6.935 22.746
H 0.085 7.106 22.607
H 1.353 7.613 23.439
H 1.611 7.179 21.928
H -0.380 4.619 21.868
H 0.893 3.522 22.432
H 1.206 4.571 21.081
H 0.341 5.508 23.895
H 3.173 4.860 22.884
H 2.481 4.246 24.322
H 3.821 7.625 23.261
H 5.088 6.388 23.602
H 4.535 7.599 24.751
C 6.993 7.468 19.362
C 7.177 7.981 17.911
C 8.726 7.878 17.447
O 9.406 8.899 18.217
C 10.676 9.367 17.627
N 6.147 7.100 17.101
H 6.081 7.369 16.130
H 6.337 6.111 17.184
H 5.196 7.252 17.405
H 7.181 6.400 19.474
H 6.068 7.780 19.846
H 7.802 7.884 19.962
H 6.705 8.933 17.667
H 8.929 8.131 16.406
H 9.072 6.863 17.640
H 10.554 9.918 16.695
H 11.300 8.519 17.343
H 11.235 9.960 18.351
C -9.562 16.871 25.291
N -8.245 16.271 25.166
C -7.562 16.293 24.023
C -6.248 16.016 23.907
C -5.560 15.482 25.044
C -6.249 15.463 26.236
C -7.567 15.915 26.274
C -4.143 14.988 25.001
C -3.632 13.879 25.679
C -2.253 13.472 25.602
N -1.470 14.162 24.799
C -1.867 15.282 24.133
C -3.199 15.701 24.239
C -0.159 13.595 24.520
H -9.949 16.647 26.285
H -10.166 16.357 24.544
H -9.443 17.952 25.214
H -8.146 16.762 23.245
H -5.772 16.137 22.945
H -5.711 15.265 27.151
H -8.196 15.942 27.151
H -4.345 13.312 26.259
H -1.846 12.568 26.030
H -1.130 15.653 23.436
H -3.570 16.451 23.555
H 0.406 13.169 25.349
H 0.515 14.328 24.077
H -0.330 12.791 23.804
C -10.522 10.433 27.796
N -9.385 10.569 26.876
C -8.787 9.407 26.535
C -7.747 9.413 25.613
C -7.259 10.623 25.072
C -7.968 11.760 25.446
C -8.964 11.756 26.416
C -6.009 10.692 24.320
C -6.016 11.545 23.232
C -4.908 11.731 22.455
N -3.780 11.058 22.728
C -3.709 10.184 23.762
C -4.843 10.033 24.602
C -2.618 11.293 21.872
H -10.065 10.324 28.779
H -11.220 9.721 27.356
H -11.124 11.339 27.863
H -9.243 8.515 26.939
H -7.285 8.496 25.276
H -7.683 12.680 24.956
H -9.463 12.677 26.681
H -6.935 11.994 22.882
H -4.905 12.333 21.558
H -2.795 9.610 23.775
H -4.701 9.255 25.337
H -2.814 11.406 20.806
H -2.088 10.343 21.932
H -2.068 12.187 22.165
O -1.123 11.518 17.561
C -0.885 11.973 16.367
O -1.829 12.090 15.504
O 0.273 12.255 16.046
H -2.052 11.417 17.343
O 5.875 15.096 17.627
C 4.755 15.570 17.076
O 3.705 15.467 17.741
O 4.777 16.185 15.972
H 5.558 14.709 18.447
O 7.207 13.826 21.675
C 6.145 14.604 21.475
O 5.733 15.453 22.252
O 5.577 14.425 20.364
H 6.927 13.482 20.824
O 1.789 6.310 18.990
C 2.960 6.852 19.441
O 3.295 6.895 20.589
O 3.602 7.439 18.539
H 2.108 6.430 18.093
O 1.004 9.774 26.445
C 0.700 9.845 25.151
O 1.462 9.457 24.258
O -0.252 10.536 24.823
H 0.365 10.399 26.795
```

⟨S²⟩: 0.7577
2S+1: 2
Charge: +7
Kohn-Sham gap: 2.40 eV
HOMO energy: -17.45 eV


Molecular formula: C28H51ClInNO17P
Method: DFT, wB97M-V/def2-TZVPD

```
100
Properties=species:S:1:pos:R:3
C -3.693 0.528 1.442
C -2.492 1.176 0.596
C -2.943 1.736 -0.800
N -1.362 1.273 1.152
In 0.217 0.014 0.587
C 2.138 1.195 0.960
C 2.930 0.702 2.212
C 3.548 -0.740 1.920
O 4.113 1.548 2.381
C 3.792 2.876 2.748
C 4.301 3.837 1.598
C 5.030 3.317 0.444
C 5.545 4.204 -0.597
C 5.329 5.646 -0.533
C 4.584 6.190 0.598
C 4.074 5.285 1.640
P 0.406 -0.684 -1.851
O -1.041 -0.222 -2.654
Cl 0.542 -2.821 -1.988
H -4.534 1.286 1.385
H -3.397 0.501 2.516
H -4.025 -0.453 1.020
H -3.881 2.342 -0.602
H -2.209 2.479 -1.217
H -3.260 0.964 -1.547
H 0.207 -1.473 1.622
H 2.842 1.095 0.080
H 1.827 2.271 0.980
H 2.324 0.589 3.149
H 4.672 -0.677 2.004
H 3.322 -1.079 0.873
H 3.192 -1.522 2.632
H 4.306 3.230 3.689
H 2.694 3.022 2.909
H 5.226 2.231 0.326
H 6.126 3.783 -1.453
H 5.738 6.274 -1.352
H 4.422 7.289 0.681
H 3.504 5.780 2.461
H -1.738 -0.591 -2.078
C -3.170 -4.221 -1.895
O -4.457 -3.647 -1.644
C -5.222 -4.354 -0.796
O -4.914 -5.386 -0.261
O -6.394 -3.709 -0.646
C -7.309 -4.354 0.235
H -2.644 -3.567 -2.588
H -2.591 -4.284 -0.973
H -3.270 -5.205 -2.355
H -6.892 -4.423 1.241
H -7.575 -5.343 -0.141
H -8.211 -3.744 0.275
C 7.160 2.879 3.245
O 8.591 2.898 3.198
C 9.137 4.064 3.548
O 8.541 5.055 3.886
O 10.471 3.942 3.458
C 11.188 5.123 3.806
H 6.833 1.885 2.942
H 6.806 3.065 4.260
H 6.741 3.606 2.550
H 10.995 5.400 4.843
H 10.930 5.943 3.135
H 12.250 4.907 3.697
C -11.114 -3.997 -4.718
O -10.124 -3.709 -3.734
C -8.893 -3.522 -4.233
O -8.585 -3.579 -5.399
O -8.068 -3.264 -3.209
C -6.710 -3.041 -3.592
H -12.063 -4.128 -4.201
H -11.213 -3.168 -5.420
H -10.876 -4.921 -5.246
H -6.634 -2.172 -4.247
H -6.299 -3.928 -4.078
H -6.137 -2.847 -2.697
C 4.197 -5.170 5.798
O 4.826 -4.204 4.958
C 6.122 -4.007 5.220
O 6.764 -4.563 6.076
O 6.580 -3.086 4.367
C 7.961 -2.771 4.530
H 3.155 -5.242 5.492
H 4.664 -6.148 5.677
H 4.232 -4.853 6.841
H 8.581 -3.652 4.357
H 8.148 -2.357 5.522
H 8.216 -2.017 3.786
C -8.273 0.652 -5.462
O -7.647 1.599 -6.325
C -6.345 1.787 -6.070
O -5.709 1.238 -5.210
O -5.877 2.690 -6.940
C -4.489 2.987 -6.780
H -9.320 0.577 -5.752
H -7.815 -0.332 -5.569
H -8.227 0.988 -4.425
H -3.883 2.094 -6.939
H -4.297 3.411 -5.794
H -4.222 3.726 -7.534
```

2S+1: 1
Charge: -1
Kohn-Sham gap: 5.97 eV
HOMO energy: -4.00 eV


2S+1 of number 1 (C3H7N3S2)? 1